Model P:
Entry from the OMol25 dataset: an isolated molecule of C14H20N2O3 (ωB97M-V/def2-TZVPD).

Each line ends with the natural charge from an NBO analysis.
Atoms and positions in Å:
1 O 0.58 -2.57 1.99  -0.63
2 O -3.59 2.12 1.25  -0.63
3 O 0.36 -2.29 -0.22  -0.53
4 N -2.35 0.67 0.02  -0.63
5 N -2.05 0.83 2.29  -0.63
6 C 0.11 -1.95 1.06  0.79
7 C 1.96 -3.18 -1.75  -0.62
8 C -0.76 -0.78 1.14  -0.27
9 C -0.89 -0.75 3.68  -0.68
10 C 0.96 1.95 -2.69  -0.44
11 C 1.68 2.82 -1.69  -0.19
12 C 1.22 -3.40 -0.45  -0.07
13 C -2.72 1.28 1.16  0.79
14 C 0.44 1.87 0.24  -0.46
15 C -1.21 -0.26 2.31  0.32
16 C -0.30 1.35 -2.08  -0.39
17 C -1.14 -0.11 -0.16  -0.03
18 C 1.44 2.78 -0.39  -0.18
19 C 0.03 0.74 -0.71  -0.21
20 H 0.88 0.07 -0.83  0.22
21 H 0.71 2.55 -3.57  0.21
22 H 1.90 -3.50 0.40  0.21
23 H -0.23 -1.61 3.63  0.28
24 H -1.05 2.14 -1.95  0.20
25 H 2.60 -4.03 -1.96  0.22
26 H 2.58 -2.29 -1.68  0.21
27 H 1.26 -3.05 -2.57  0.21
28 H -1.81 -1.03 4.20  0.23
29 H -0.71 0.59 -2.74  0.20
30 H 1.97 3.44 0.28  0.20
31 H 0.86 1.45 1.16  0.22
32 H -2.38 1.20 3.17  0.42
33 H 1.63 1.16 -3.02  0.21
34 H -0.44 2.46 0.53  0.21
35 H -2.80 1.01 -0.82  0.41
36 H -1.36 -0.88 -0.91  0.22
37 H 0.60 -4.31 -0.50  0.18
38 H 2.42 3.49 -2.10  0.20
39 H -0.40 0.04 4.25  0.23

Summary:
**Spin multiplicity**: 1
**Structure (SMILES)**: CCOC(=O)C1=C(C)NC(=O)N[C@H]1[C@@H]1CC=CCC1
**Lowest unoccupied orbital energy**: 0.0257 Ha

***

Model Q:
Entry from the OMol25 dataset: C14H20N2O3 as an isolated structure (ωB97M-V/def2-TZVPD).

Each line ends with the natural charge from an NBO analysis.
Atoms and positions in Å:
1 O -0.91 1.14 -0.93  -0.52
2 O -0.57 2.28 0.95  -0.58
3 O -1.21 -0.59 1.23  -0.68
4 N -4.59 -1.44 -0.97  -0.75
5 N -5.19 1.73 -0.14  -0.35
6 C 2.61 -1.29 1.39  -0.42
7 C 3.95 -0.38 -0.64  -0.44
8 C 3.38 -1.63 -0.04  -0.38
9 C -4.41 0.82 0.27  0.30
10 C 1.20 2.28 -0.59  -0.49
11 C -2.55 -2.39 -0.18  -0.65
12 C -0.19 1.83 -0.44  0.84
13 C -3.43 -1.29 -0.32  0.37
14 C -1.95 1.95 1.30  -0.14
15 C 2.11 1.34 -1.10  -0.42
16 C 3.00 0.77 -0.13  -0.22
17 C -2.14 0.30 0.83  0.59
18 C 1.92 -0.11 0.79  -0.43
19 C -3.39 -0.13 0.30  -0.49
20 H -2.74 2.48 0.68  0.22
21 H 4.13 -2.42 0.19  0.21
22 H 1.72 0.59 1.72  0.21
23 H 1.02 3.40 -1.38  0.22
24 H -5.41 -0.97 -1.19  0.43
25 H 2.00 -2.20 1.72  0.23
26 H -2.43 -2.68 1.03  0.30
27 H 2.63 -2.00 -1.01  0.18
28 H -1.93 1.70 2.25  0.21
29 H 2.90 1.93 -1.81  0.21
30 H 3.90 -0.57 -1.73  0.21
31 H -2.91 -3.24 -1.02  0.21
32 H 3.44 1.45 0.61  0.21
33 H 1.01 -0.40 0.25  0.23
34 H 4.92 -0.04 -0.31  0.21
35 H -4.85 -2.43 -1.44  0.38
36 H 3.53 -1.21 2.05  0.21
37 H 1.53 2.87 0.25  0.27
38 H 1.57 0.55 -1.81  0.23
39 H -1.66 -2.00 -0.62  0.27

Summary:
**Spin multiplicity**: 1
**Lowest unoccupied orbital energy**: 0.0102 Ha

***

Computed stability ranking, most favorable first: model P, model Q